No. 1
DFT (the ωB97M-V functional and the def2-TZVPD basis) results for a 11-piece molecular cluster, C59H136B4F16N7O5 overall at a distorted geometry.

Geometry (Å):
F1 17.734 17.627 13.806
F2 13.723 16.098 19.674
F3 16.824 19.634 14.264
F4 19.055 19.489 14.039
F5 14.219 14.445 18.323
F6 12.526 15.818 17.677
F7 10.670 19.420 16.605
F8 11.572 20.168 18.530
F9 14.233 13.287 12.977
F10 15.594 14.534 14.213
F11 12.044 21.178 16.626
F12 13.503 15.205 13.980
F13 13.879 13.332 15.181
F14 17.935 18.684 15.788
F15 12.857 19.244 16.987
F16 12.323 14.390 19.464
O1 19.671 15.746 15.250
O2 10.674 14.547 11.800
O3 14.792 16.931 11.074
O4 20.034 18.469 18.221
O5 13.141 18.609 14.242
N1 12.168 23.421 19.780
N2 11.415 11.241 16.521
N3 13.882 17.216 16.002
N4 10.415 21.216 12.965
N5 16.755 14.166 20.737
N6 13.249 14.608 10.911
N7 21.645 17.613 16.259
C1 11.887 20.985 12.807
C2 21.816 19.036 16.840
C3 12.267 21.204 22.934
C4 8.583 20.563 14.487
C5 13.696 12.377 22.553
C6 18.994 18.770 19.129
C7 12.905 17.681 14.982
C8 14.571 14.779 10.180
C9 10.897 15.119 10.549
C10 17.385 14.908 23.139
C11 11.567 16.950 15.150
C12 9.660 13.571 11.833
C13 11.164 23.381 18.570
C14 10.182 24.560 18.831
C15 17.893 14.005 18.512
C16 17.727 14.023 21.908
C17 12.749 21.962 13.584
C18 11.648 10.030 18.584
C19 14.133 22.228 18.517
C20 15.295 17.589 15.547
C21 12.185 9.673 13.038
C22 15.857 21.095 17.246
C23 11.100 25.567 19.541
C24 20.516 19.486 17.384
C25 18.681 14.840 14.644
C26 14.236 21.679 13.316
C27 15.506 15.760 10.866
C28 15.586 22.317 18.059
C29 10.164 12.116 16.383
C30 9.967 22.532 12.413
C31 12.094 10.923 15.182
C32 10.456 22.943 11.059
C33 12.979 10.736 18.313
C34 12.322 15.643 10.541
C35 15.269 13.905 21.243
C36 9.609 24.087 10.459
C37 11.253 10.250 14.102
C38 16.840 15.569 20.103
C39 18.555 14.987 24.175
C40 10.982 9.993 17.208
C41 9.081 15.044 17.286
C42 8.391 20.088 12.988
C43 15.157 12.605 22.067
C44 9.425 14.540 15.877
C45 17.995 15.499 25.503
C46 11.920 22.234 20.659
C47 12.711 22.276 21.927
C48 17.158 13.212 19.597
C49 13.596 23.462 19.263
C50 12.500 11.916 17.422
C51 17.262 15.407 18.591
C52 20.719 16.112 14.381
C53 15.595 18.040 11.405
C54 21.360 17.436 14.783
C55 9.944 21.182 14.423
C56 9.720 20.126 12.351
C57 11.849 24.712 20.524
C58 8.245 23.471 9.961
C59 10.571 13.506 15.879
B1 14.354 14.019 14.142
B2 13.183 15.257 18.783
B3 11.769 20.002 17.210
B4 17.930 18.833 14.423
H1 10.919 13.557 14.860
H2 14.288 15.197 9.228
H3 17.100 14.971 25.796
H4 7.953 22.731 10.719
H5 11.080 16.824 14.197
H6 17.905 13.436 17.558
H7 18.009 16.159 18.369
H8 10.696 14.361 9.768
H9 8.001 19.053 12.977
H10 14.626 13.807 20.399
H11 11.852 23.531 17.757
H12 11.802 15.942 15.509
H13 10.665 9.442 14.594
H14 10.368 23.256 13.135
H15 12.682 21.213 23.913
H16 12.183 20.014 13.171
H17 9.399 11.581 15.827
H18 11.804 25.969 18.812
H19 10.574 26.392 19.998
H20 13.455 14.592 11.960
H21 10.506 22.187 10.301
H22 12.089 21.322 20.065
H23 18.766 15.512 26.267
H24 15.962 17.087 16.226
H25 17.622 12.974 22.173
H26 15.785 15.339 11.836
H27 13.683 11.385 22.948
H28 13.061 12.493 21.669
H29 9.409 24.181 19.530
H30 8.774 19.733 15.175
H31 12.592 23.010 13.366
H32 8.912 22.521 12.558
H33 19.334 14.268 13.926
H34 12.563 11.840 14.945
H35 13.684 10.103 17.748
H36 12.910 13.694 10.631
H37 10.946 17.462 15.919
H38 10.236 15.951 10.360
H39 9.352 24.763 11.263
H40 18.148 19.135 18.565
H41 13.750 22.143 21.766
H42 13.468 21.994 17.696
H43 11.353 13.985 16.472
H44 18.730 14.212 21.440
H45 20.775 17.251 16.685
H46 11.303 9.068 16.718
H47 15.869 12.599 22.901
H48 14.981 18.950 11.279
H49 18.970 13.989 24.367
H50 9.829 24.987 17.873
H51 15.425 11.772 21.403
H52 8.425 22.941 9.027
H53 20.358 16.294 13.362
H54 14.774 22.287 14.040
H55 10.246 24.589 9.749
H56 21.440 15.313 14.287
H57 13.746 16.211 16.193
H58 9.798 12.665 11.234
H59 15.806 23.207 17.443
H60 11.984 12.674 17.974
H61 9.577 13.277 12.872
H62 12.481 20.254 22.484
H63 12.855 8.949 13.517
H64 17.904 15.489 14.188
H65 19.426 19.486 19.844
H66 13.573 24.350 18.591
H67 15.036 14.817 21.703
H68 8.013 15.286 17.290
H69 8.552 13.988 15.499
H70 16.242 12.682 19.234
H71 16.268 22.349 18.950
H72 16.419 18.166 10.680
H73 17.706 12.465 20.169
H74 14.442 22.084 12.337
H75 11.176 21.342 23.126
H76 15.376 17.072 14.591
H77 20.614 20.457 17.901
H78 16.402 15.861 10.236
H79 15.468 18.636 15.416
H80 13.254 12.306 16.716
H81 9.172 14.148 17.890
H82 12.781 10.423 12.489
H83 19.835 19.646 16.543
H84 15.644 20.231 17.870
H85 13.417 11.086 19.232
H86 9.660 20.358 11.302
H87 22.363 16.915 16.501
H88 10.522 10.907 13.630
H89 9.928 22.239 14.745
H90 7.785 21.176 14.870
H91 20.708 18.251 14.539
H92 11.255 24.485 21.383
H93 11.503 23.195 11.146
H94 14.242 23.752 20.076
H95 12.602 16.059 9.585
H96 19.360 15.567 23.719
H97 8.729 14.077 11.574
H98 22.129 19.600 15.973
H99 11.579 9.134 12.321
H100 17.664 16.056 20.636
H101 15.882 16.045 20.184
H102 18.821 17.866 19.699
H103 15.193 21.021 16.372
H104 10.692 20.693 15.015
H105 14.530 20.636 13.357
H106 9.574 15.395 15.279
H107 18.372 14.238 15.479
H108 12.834 10.208 15.507
H109 11.752 9.060 19.075
H110 22.322 17.591 14.265
H111 17.127 15.907 22.810
H112 16.324 15.406 18.068
H113 9.913 9.963 17.279
H114 9.823 12.114 17.414
H115 16.893 21.063 16.988
H116 13.473 13.174 23.280
H117 16.429 14.599 23.637
H118 12.566 21.772 14.654
H119 10.255 19.199 12.557
H120 12.800 25.085 20.900
H121 7.533 24.266 9.862
H122 14.077 21.345 19.149
H123 10.889 22.343 18.436
H124 7.692 20.777 12.557
H125 22.494 18.854 17.666
H126 17.727 16.585 25.426
H127 18.957 13.989 18.720
H128 13.693 17.716 16.885
H129 15.018 13.815 10.138
H130 9.760 15.857 17.548
H131 11.081 10.644 19.319
H132 10.862 22.194 20.906
H133 12.122 21.057 11.730
H134 12.608 23.226 22.447
H135 15.893 18.137 12.419
H136 12.372 16.484 11.201

Properties
Highest occupied orbital energy ... -0.5454 Ha
Net charge ... +3



No. 2
DFT (the ωB97M-V functional and the def2-TZVPD basis) results for a 19-piece molecular cluster, C59H162N6O19 overall at a distorted geometry.

Geometry (Å):
O1 -1.678 6.778 0.881
O2 -2.773 0.432 -1.094
O3 0.504 -4.853 -1.165
O4 5.111 -0.844 2.283
O5 2.176 1.512 -3.878
O6 -1.430 0.271 5.354
O7 -4.934 -4.045 -2.625
O8 3.724 -4.922 1.576
O9 -1.423 2.202 -6.726
O10 4.303 -0.164 -3.708
O11 -3.325 -2.249 -0.895
O12 3.238 -4.083 -2.536
O13 2.450 2.731 -1.321
O14 -1.868 -1.025 -6.704
O15 2.081 2.955 7.503
O16 -0.652 -0.813 7.686
O17 0.824 -0.863 1.573
O18 -3.987 -4.204 4.022
O19 -1.711 7.936 -3.731
N1 2.039 0.872 5.607
N2 -1.717 -7.172 4.002
N3 0.265 5.924 -1.498
N4 0.003 0.838 -1.525
N5 5.088 0.685 -1.126
N6 -2.132 -4.091 -3.601
C1 4.403 -0.971 -6.007
C2 -3.391 2.344 -5.283
C3 -1.768 5.270 -2.934
C4 1.834 2.433 3.820
C5 0.271 -0.683 2.835
C6 -0.278 5.217 2.119
C7 -0.964 -4.830 -3.132
C8 -0.667 -2.831 6.577
C9 6.295 -1.263 -4.449
C10 -1.474 6.182 2.218
C11 -2.114 -5.783 4.284
C12 -2.831 1.219 3.846
C13 -1.012 7.635 -2.547
C14 4.768 0.071 1.264
C15 0.321 -4.642 -3.952
C16 3.832 -4.182 2.810
C17 1.853 -0.846 -1.139
C18 0.477 -0.400 -0.769
C19 2.405 2.226 5.200
C20 3.994 -3.443 -1.522
C21 4.330 -0.437 3.408
C22 -1.277 -4.773 3.510
C23 4.800 -1.229 -4.583
C24 2.497 -4.229 3.429
C25 0.476 -1.330 -5.961
C26 -5.413 -2.791 -3.146
C27 0.988 3.529 -4.490
C28 -0.739 -4.332 -1.731
C29 -2.726 2.776 -6.623
C30 -0.580 6.197 -2.646
C31 -1.320 -0.636 -4.354
C32 -3.544 -5.583 3.861
C33 -2.680 5.465 2.744
C34 -3.077 2.835 -0.500
C35 1.859 3.277 6.118
C36 -0.052 -2.116 7.755
C37 0.660 -4.654 0.191
C38 -2.808 0.418 5.109
C39 5.239 -4.226 -1.114
C40 -5.165 -2.559 -4.645
C41 -1.045 -1.411 -5.627
C42 -4.192 -3.872 0.586
C43 0.399 0.145 0.640
C44 5.325 -0.341 -0.113
C45 -3.955 -2.391 0.357
C46 6.816 -0.590 0.045
C47 -3.599 1.257 6.139
C48 1.442 -2.041 7.855
C49 -6.881 -2.776 -2.868
C50 3.321 3.084 -5.421
C51 -2.019 9.277 -3.949
C52 1.827 4.133 8.239
C53 -5.441 -4.078 3.938
C54 3.511 3.732 -1.485
C55 -3.028 -1.867 1.442
C56 -3.720 1.468 -0.738
C57 -4.837 1.551 -1.711
C58 3.637 4.562 -0.182
C59 2.001 2.471 -4.949
H1 -1.473 -5.000 2.460
H2 4.652 -4.566 3.455
H3 -4.157 -2.857 -4.989
H4 -1.197 -5.917 -3.051
H5 2.412 -4.462 -2.213
H6 -2.431 3.061 -1.305
H7 -3.320 1.241 -5.154
H8 -2.951 -0.804 1.463
H9 0.786 4.456 8.087
H10 -3.137 2.178 6.406
H11 1.424 4.125 -3.709
H12 -1.619 -4.510 -1.078
H13 3.499 2.298 5.210
H14 -4.685 -4.437 -0.243
H15 -1.323 -2.458 -5.483
H16 2.544 -3.547 4.315
H17 -4.867 -2.073 -2.518
H18 -2.441 -7.770 4.401
H19 -1.578 7.730 -1.619
H20 -4.810 -3.999 1.488
H21 6.671 -1.921 -5.196
H22 0.509 -1.530 3.462
H23 1.947 -2.935 8.185
H24 -2.529 5.283 3.817
H25 -1.487 -3.718 3.653
H26 -2.787 9.718 -3.282
H27 -3.359 -2.217 2.423
H28 0.116 -4.992 -4.986
H29 4.329 -2.149 -4.269
H30 0.625 -3.602 -4.023
H31 3.363 -3.233 -0.664
H32 2.697 5.019 0.075
H33 -2.233 4.969 -2.000
H34 5.626 1.518 -0.932
H35 0.738 2.430 3.858
H36 2.067 3.391 3.262
H37 2.554 -0.026 -1.114
H38 -4.907 -1.801 0.320
H39 -3.767 3.656 -0.369
H40 -5.294 -1.519 -4.987
H41 0.212 0.738 -2.546
H42 4.611 -1.857 -6.607
H43 1.717 -4.931 0.457
H44 4.434 5.333 -0.148
H45 -2.374 -0.712 -4.047
H46 -7.167 -3.061 -1.877
H47 -3.544 -5.941 2.798
H48 -2.514 5.642 -3.666
H49 3.300 -0.710 3.153
H50 -4.228 1.040 0.161
H51 -4.202 -6.159 4.511
H52 -1.135 2.125 -7.641
H53 -1.768 -2.785 6.698
H54 -0.311 -3.848 6.526
H55 -0.807 -0.528 2.738
H56 -3.404 2.459 -7.405
H57 3.992 2.255 -5.764
H58 7.326 -0.621 -0.935
H59 0.735 -1.885 -6.844
H60 -3.568 6.123 2.754
H61 -1.833 0.741 -1.185
H62 -1.804 -3.177 -3.815
H63 6.983 -1.610 0.480
H64 1.559 1.914 -5.783
H65 2.289 -1.565 -0.437
H66 -4.654 1.368 5.880
H67 4.439 3.289 -1.786
H68 4.715 -0.122 -2.835
H69 -0.410 -2.314 5.661
H70 4.901 -1.285 -0.378
H71 -3.658 0.691 7.108
H72 -2.173 0.823 3.062
H73 -5.769 -3.208 -5.278
H74 -2.772 2.802 -4.470
H75 -0.315 6.160 -0.668
H76 -3.329 -0.581 4.978
H77 -2.036 -2.286 1.252
H78 1.086 0.682 5.364
H79 5.959 -4.064 -1.922
H80 4.687 -0.968 4.310
H81 -2.368 2.787 0.341
H82 1.161 -5.199 -3.558
H83 -1.178 -0.170 6.181
H84 -0.402 -2.562 8.696
H85 3.646 0.268 1.210
H86 4.280 -2.499 -1.881
H87 0.041 3.049 -4.120
H88 6.753 -0.315 -4.617
H89 5.696 -3.947 -0.147
H90 0.695 0.161 3.369
H91 3.804 3.582 -4.589
H92 -0.251 -0.161 8.260
H93 -0.626 -3.242 -1.734
H94 0.783 -0.331 -6.231
H95 -3.231 -4.259 0.784
H96 0.207 5.152 3.089
H97 -2.358 -4.461 -4.533
H98 0.558 -3.566 0.445
H99 2.396 -5.206 3.849
H100 -3.843 1.441 3.427
H101 4.920 -0.117 -6.481
H102 6.514 -1.682 -3.485
H103 -7.310 -1.766 -3.024
H104 -4.430 2.644 -5.018
H105 -0.112 8.241 -2.476
H106 3.132 3.708 -6.284
H107 -0.141 -5.227 0.737
H108 -1.034 0.403 -4.426
H109 1.858 -1.312 -2.132
H110 -2.499 2.235 4.111
H111 3.344 -0.775 -6.164
H112 -3.967 -4.059 -2.674
H113 3.965 -3.164 2.462
H114 4.517 -4.862 1.036
H115 5.152 -5.284 -1.070
H116 3.816 3.867 0.662
H117 4.411 0.642 3.658
H118 -2.715 3.852 -6.692
H119 2.318 2.288 -2.179
H120 -2.238 7.548 1.073
H121 1.963 3.989 9.330
H122 -5.792 -4.352 2.933
H123 4.114 0.987 -1.103
H124 -1.604 -0.148 -6.942
H125 7.296 0.170 0.677
H126 1.644 -3.907 2.835
H127 1.750 -1.286 8.566
H128 3.184 4.398 -2.313
H129 5.198 1.081 1.425
H130 0.415 4.896 -1.458
H131 2.958 0.920 -4.009
H132 -0.215 -5.001 3.688
H133 -2.502 9.339 -4.938
H134 -0.724 -1.083 -3.522
H135 -3.168 -1.275 -1.016
H136 -1.978 -5.646 5.332
H137 -7.350 -3.450 -3.583
H138 0.583 1.651 -1.339
H139 -0.331 -1.139 -0.896
H140 -5.229 0.550 -1.903
H141 -1.343 4.372 -3.429
H142 -1.259 7.007 2.937
H143 -5.920 -4.633 4.715
H144 -1.154 9.959 -3.894
H145 1.955 -1.765 6.928
H146 -4.587 1.985 -2.679
H147 0.956 1.082 0.797
H148 2.145 1.632 3.128
H149 2.275 0.723 6.578
H150 0.487 5.574 1.433
H151 -2.902 4.524 2.257
H152 0.873 4.268 -5.281
H153 0.985 -1.713 -5.049
H154 2.512 4.934 7.957
H155 0.803 3.484 5.871
H156 -0.552 4.202 1.834
H157 -0.656 0.322 0.908
H158 -5.651 2.149 -1.298
H159 2.452 4.195 5.891
H160 0.039 6.182 -3.570
H161 -1.720 -7.278 3.025
H162 -5.742 -3.048 4.166

Properties
Highest occupied orbital energy ... -0.3253 Ha